Entry 1:
C22H27NO5 | ωB97M-V with the def2-TZVPD basis set

Last column: Mulliken charge in e.
Element x y z (Å)
C (-1.147, -4.453, 0.028)  -1.260
C (-0.298, -3.260, -0.370)  -0.256
H (-0.310, -3.098, -1.453)  0.330
H (0.739, -3.380, -0.038)  0.273
O (-0.813, -2.096, 0.278)  -0.031
C (-0.533, -0.918, -0.267)  -0.570
O (0.012, -0.781, -1.333)  -0.643
C (-0.953, 0.226, 0.656)  3.051
C (-0.839, 1.585, -0.048)  -0.983
C (0.605, 1.961, -0.380)  -0.677
H (0.642, 2.987, -0.750)  0.490
H (0.981, 1.299, -1.159)  0.337
C (1.489, 1.828, 0.860)  -0.972
N (1.386, 0.483, 1.381)  0.229
C (2.193, -0.568, 1.082)  0.781
O (1.878, -1.715, 1.384)  -0.711
C (3.495, -0.371, 0.435)  0.526
C (4.337, -1.382, 0.050)  -0.915
C (5.472, -0.783, -0.535)  -0.298
C (5.244, 0.564, -0.464)  0.268
O (5.952, 1.640, -0.847)  -0.421
C (7.189, 1.363, -1.469)  -0.812
H (7.620, 2.332, -1.715)  0.237
H (7.857, 0.823, -0.792)  0.341
H (7.048, 0.779, -2.382)  0.344
O (4.068, 0.831, 0.113)  -0.266
H (6.323, -1.283, -0.946)  0.498
H (4.149, -2.428, 0.177)  0.553
C (0.046, 0.185, 1.836)  -2.642
H (-0.238, 0.932, 2.584)  0.445
H (0.049, -0.807, 2.292)  0.501
H (1.141, 2.510, 1.644)  0.399
H (2.521, 2.072, 0.627)  0.515
H (-1.261, 2.346, 0.613)  0.196
H (-1.431, 1.567, -0.965)  0.409
C (-2.382, 0.004, 1.199)  -1.380
C (-3.450, 0.272, 0.169)  0.655
C (-3.571, -0.596, -0.911)  -0.219
C (-4.514, -0.392, -1.901)  -0.945
C (-5.366, 0.694, -1.816)  -0.638
C (-5.270, 1.551, -0.736)  -0.819
C (-4.323, 1.359, 0.264)  1.088
C (-4.291, 2.315, 1.422)  -1.574
H (-4.480, 1.793, 2.359)  0.346
H (-5.055, 3.079, 1.299)  0.393
H (-3.326, 2.814, 1.498)  0.251
H (-5.945, 2.392, -0.665)  0.344
H (-6.107, 0.869, -2.582)  0.378
H (-4.583, -1.078, -2.732)  0.433
H (-2.915, -1.450, -0.976)  0.430
H (-2.521, 0.653, 2.063)  0.594
H (-2.460, -1.030, 1.539)  0.375
H (-0.751, -5.352, -0.435)  0.418
H (-1.131, -4.574, 1.108)  0.305
H (-2.177, -4.313, -0.292)  0.297

## Properties
Charge: 0
HOMO energy: -0.30313 Ha
Energy: -34980.1405 eV
HOMO-LUMO gap: 9.052 eV
Strongest force on any atom: 0.027 Eh/bohr
ΔE to the lowest compared entry with this formula, charge and spin: 22.73 kcal per mole
SMILES: CCOC(=O)[C@]1(Cc2ccccc2C)CCCN(C(=O)c2ccc(OC)o2)C1
Molar mass: 385.460 g mol⁻¹

=====

Entry 2:
C22H28Cl10O8 | ωB97M-V with the def2-TZVPD basis set

Last column: Mulliken charge in e.
Element x y z (Å)
Cl (-6.879, -10.834, 34.549)  -0.221
C (-5.268, -11.602, 34.519)  0.349
C (-4.210, -10.665, 35.231)  0.617
Cl (-3.906, -9.201, 34.260)  -0.222
H (-5.009, -11.755, 33.471)  -0.040
H (-5.408, -12.505, 35.114)  -0.063
H (-3.265, -11.208, 35.252)  -0.513
H (-4.538, -10.357, 36.224)  0.081
Cl (-6.520, -5.856, 36.922)  -0.204
C (-5.121, -6.924, 37.081)  0.179
C (-3.828, -6.148, 37.470)  -0.502
Cl (-2.396, -7.025, 36.937)  -0.169
H (-4.987, -7.369, 36.096)  -0.050
H (-5.389, -7.712, 37.785)  0.070
H (-3.757, -5.953, 38.540)  0.249
H (-3.874, -5.159, 37.015)  0.441
Cl (-7.399, -8.166, 30.256)  -0.190
C (-6.540, -9.645, 30.563)  -0.086
C (-7.564, -10.638, 31.111)  -0.549
Cl (-6.680, -12.128, 31.553)  -0.171
H (-5.723, -9.461, 31.260)  0.077
H (-6.117, -10.083, 29.659)  0.269
H (-8.420, -10.696, 30.439)  0.417
H (-7.975, -10.291, 32.059)  0.259
Cl (-2.688, -18.312, 35.971)  -0.200
C (-3.328, -16.848, 35.176)  -0.179
C (-4.588, -16.417, 35.983)  -0.513
Cl (-5.392, -15.113, 35.095)  -0.158
H (-3.558, -17.164, 34.158)  0.397
H (-2.542, -16.101, 35.056)  0.003
H (-4.359, -16.095, 36.999)  0.290
H (-5.261, -17.263, 36.123)  0.396
Cl (-2.662, -10.453, 30.829)  -0.162
C (-3.040, -12.147, 30.638)  -0.068
C (-2.339, -12.847, 29.464)  -0.519
Cl (-0.647, -13.316, 29.800)  -0.196
H (-4.105, -12.357, 30.545)  0.096
H (-2.817, -12.586, 31.610)  0.156
H (-2.381, -12.299, 28.522)  0.393
H (-2.822, -13.817, 29.346)  0.306
C (-1.029, -11.216, 40.592)  -0.659
C (-1.592, -11.998, 39.642)  0.320
C (-2.747, -11.585, 38.747)  1.028
O (-3.123, -12.416, 37.882)  -0.590
C (-3.198, -10.208, 38.977)  -0.885
C (-2.701, -9.420, 39.958)  0.499
C (-1.569, -9.852, 40.881)  0.583
O (-1.233, -9.234, 41.895)  -0.557
O (-3.318, -8.267, 40.326)  -0.488
O (-1.198, -13.342, 39.448)  -0.611
H (-0.165, -11.722, 40.997)  0.424
H (-4.046, -9.819, 38.434)  0.313
H (-2.995, -7.803, 41.101)  0.346
H (-1.784, -13.700, 38.777)  0.273
C (1.938, -14.876, 34.264)  -0.954
C (1.289, -15.233, 35.380)  0.359
C (0.064, -14.579, 35.995)  0.765
O (-0.577, -15.006, 36.971)  -0.585
C (-0.395, -13.533, 35.213)  0.102
C (0.225, -13.103, 34.060)  0.247
C (1.406, -13.703, 33.438)  0.695
O (1.936, -13.175, 32.447)  -0.523
O (-0.099, -11.929, 33.489)  -0.388
O (1.701, -16.211, 36.202)  -0.434
H (2.847, -15.373, 33.960)  0.500
H (-1.141, -12.863, 35.614)  0.374
H (0.430, -11.858, 32.691)  0.393
H (1.080, -16.280, 36.931)  0.385

## Properties
Charge: +1
HOMO energy (spin up / spin down): -0.44341 / -0.44327 Ha
Energy: -164861.2855 eV
HOMO-LUMO gap (spin up / spin down): 4.988 / 2.863 eV
Strongest force on any atom: 0.102 Eh/bohr
Spin multiplicity: 2
Molar mass: 774.988 g mol⁻¹

=====

Entry 3:
C22H28ClN2O | ωB97M-V with the def2-TZVPD basis set

Last column: Mulliken charge in e.
Element x y z (Å)
C (-1.607, 0.581, 2.337)  -0.747
N (-0.499, -0.367, 2.571)  0.292
C (-0.704, -1.765, 2.085)  -0.847
C (0.687, 0.141, 2.939)  -0.317
Cl (2.130, -0.731, 2.435)  -0.101
H (-2.545, 0.027, 2.173)  0.318
H (-1.728, 1.251, 3.202)  0.233
H (-1.390, 1.195, 1.438)  0.317
H (-1.778, -1.908, 1.957)  0.330
H (-0.215, -1.919, 1.111)  0.320
H (-0.330, -2.490, 2.814)  0.322
H (0.751, 1.238, 2.774)  0.410
C (-3.063, 4.433, 7.317)  -0.753
O (-3.003, 2.988, 7.224)  -0.439
C (-1.832, 2.373, 6.966)  0.673
C (-1.895, 1.044, 6.477)  -0.760
C (-0.786, 0.488, 5.904)  -0.401
C (0.419, 1.233, 5.750)  0.000
C (1.448, 0.718, 4.864)  -0.824
C (2.674, 1.467, 4.667)  0.425
N (3.856, 0.805, 4.659)  0.348
C (4.028, -0.522, 5.264)  -0.500
C (5.504, -0.855, 5.075)  -0.738
C (5.978, 0.013, 3.913)  -0.577
C (4.961, 1.154, 3.752)  -0.544
C (2.659, 2.901, 4.322)  -0.004
C (1.497, 3.463, 3.749)  0.470
C (1.504, 4.759, 3.277)  -1.135
C (2.650, 5.557, 3.419)  -0.429
C (3.761, 5.059, 4.113)  -0.898
C (3.750, 3.760, 4.602)  -0.369
C (0.534, 2.437, 6.487)  -0.407
C (-0.561, 3.000, 7.123)  -0.683
H (-4.126, 4.648, 7.396)  0.248
H (-2.538, 4.787, 8.226)  0.303
H (-2.638, 4.908, 6.426)  0.329
H (-2.844, 0.515, 6.542)  0.449
H (-0.813, -0.560, 5.552)  0.381
H (1.547, -0.381, 4.903)  0.943
H (3.721, -0.483, 6.311)  0.352
H (3.407, -1.279, 4.751)  0.283
H (6.026, -0.610, 5.994)  0.333
H (5.612, -1.914, 4.869)  0.353
H (6.972, 0.430, 4.092)  0.351
H (5.991, -0.557, 2.981)  0.302
H (4.635, 1.298, 2.702)  0.261
H (5.411, 2.105, 4.047)  0.278
H (0.573, 2.882, 3.697)  0.171
H (0.605, 5.167, 2.813)  0.441
H (2.678, 6.562, 2.998)  0.407
H (4.628, 5.701, 4.305)  0.413
H (4.558, 3.381, 5.230)  0.665
H (1.504, 2.938, 6.540)  0.437
H (-0.442, 3.918, 7.718)  0.315

## Properties
Charge: +1
HOMO energy: -0.36385 Ha
Energy: -40809.7252 eV
HOMO-LUMO gap: 5.807 eV
Strongest force on any atom: 0.051 Eh/bohr
ΔE to the lowest compared entry with this formula, charge and spin: 13.93 kcal per mole
Molar mass: 371.932 g mol⁻¹

=====

Entry 4:
C22H28ClN6PTeW | ωB97M-V with the def2-TZVPD basis set

Last column: Mulliken charge in e.
Element x y z (Å)
W (-0.396, -0.519, -0.855)  0.497
C (2.659, -1.666, 3.865)  -0.805
N (1.838, -1.923, 2.681)  0.127
C (1.439, -3.153, 2.250)  -0.531
C (0.683, -2.950, 1.134)  -0.584
N (0.622, -1.605, 0.873)  0.236
C (1.334, -1.006, 1.825)  0.012
P (1.496, 0.787, 2.053)  -0.301
C (-0.274, 1.155, 1.856)  0.032
N (-1.020, 0.764, 0.822)  0.189
C (-2.284, 1.267, 1.028)  -0.213
C (-2.289, 1.955, 2.201)  -0.767
N (-1.020, 1.880, 2.709)  0.137
C (-0.580, 2.477, 3.971)  -0.783
C (1.937, 1.234, 0.348)  0.021
N (1.275, 0.869, -0.751)  0.174
C (1.889, 1.491, -1.808)  -0.548
C (2.931, 2.228, -1.338)  -0.658
N (2.950, 2.062, 0.018)  0.117
C (3.889, 2.711, 0.934)  -0.801
H (2.943, -2.622, 4.295)  0.325
H (3.560, -1.123, 3.590)  0.334
H (2.094, -1.101, 4.603)  0.322
H (1.716, -4.058, 2.763)  0.447
H (0.190, -3.682, 0.521)  0.530
H (-3.087, 1.122, 0.325)  0.341
H (-3.075, 2.492, 2.702)  0.450
H (-1.355, 3.155, 4.314)  0.325
H (-0.426, 1.704, 4.721)  0.318
H (0.339, 3.037, 3.819)  0.336
H (1.550, 1.370, -2.822)  0.508
H (3.646, 2.851, -1.848)  0.459
H (4.682, 3.160, 0.343)  0.323
H (3.386, 3.488, 1.504)  0.324
H (4.325, 1.977, 1.606)  0.338
Cl (-0.161, -2.704, -2.017)  -0.108
C (1.148, -1.469, -2.001)  -0.512
H (1.365, -1.178, -3.022)  0.595
H (2.005, -1.886, -1.480)  0.418
C (-7.740, 0.030, -1.234)  -1.452
C (-6.292, 0.221, -1.582)  0.285
C (-5.884, 1.219, -2.455)  -1.016
C (-4.548, 1.407, -2.802)  1.005
C (-4.182, 2.513, -3.755)  -1.797
C (-3.594, 0.551, -2.242)  -0.011
Te (-1.548, 0.910, -2.632)  0.256
C (-3.979, -0.476, -1.374)  1.128
C (-3.014, -1.501, -0.849)  -1.159
C (-5.320, -0.623, -1.049)  -0.879
H (-8.354, 0.833, -1.636)  0.370
H (-7.882, -0.003, -0.153)  0.360
H (-8.110, -0.913, -1.640)  0.341
H (-6.628, 1.881, -2.882)  0.323
H (-5.073, 3.035, -4.095)  0.377
H (-3.666, 2.127, -4.635)  0.390
H (-3.525, 3.248, -3.285)  0.383
H (-2.211, -1.129, -0.142)  0.293
H (-2.593, -2.085, -1.663)  0.394
H (-3.513, -2.202, -0.179)  0.362
H (-5.622, -1.424, -0.383)  0.424

## Properties
Charge: +2
HOMO energy (spin up / spin down): -0.47346 / -0.48223 Ha
Energy: -63125.7548 eV
HOMO-LUMO gap (spin up / spin down): 6.320 / 6.450 eV
Strongest force on any atom: 0.003 Eh/bohr
ΔE to the lowest compared entry with this formula, charge and spin: 0.00 kcal per mole
Molar mass: 754.375 g mol⁻¹

=====

Entry 5:
C22H28F6O2PS4SbTi | ωB97M-V with the def2-TZVPD basis set

Last column: Mulliken charge in e.
Element x y z (Å)
Ti (0.053, -0.476, -0.749)  0.586
C (-2.880, 0.072, 1.875)  -0.623
C (-2.996, 1.581, 1.757)  -1.093
S (-1.512, 2.571, 1.508)  -0.025
C (-0.584, 2.388, 3.035)  -0.925
C (0.042, 1.033, 3.321)  -0.803
S (0.876, 0.252, 1.897)  0.184
C (1.178, -1.340, 2.712)  -0.776
C (1.587, -2.439, 1.751)  -1.042
S (0.485, -2.784, 0.351)  0.243
C (-1.066, -3.460, 0.963)  -0.649
C (-2.054, -2.455, 1.517)  -1.043
S (-2.261, -0.970, 0.489)  0.550
H (-3.878, -0.339, 2.045)  0.553
H (-2.270, -0.197, 2.730)  0.065
H (-3.487, 1.897, 2.683)  0.666
H (-3.667, 1.861, 0.950)  0.423
H (-1.193, 2.662, 3.900)  0.439
H (0.195, 3.148, 2.959)  0.432
H (-0.683, 0.328, 3.722)  0.368
H (0.823, 1.149, 4.075)  0.598
H (0.276, -1.625, 3.255)  0.322
H (1.973, -1.216, 3.450)  0.640
H (1.719, -3.384, 2.279)  0.624
H (2.541, -2.220, 1.265)  0.375
H (-0.829, -4.215, 1.715)  0.638
H (-1.479, -3.990, 0.104)  0.049
H (-1.746, -2.126, 2.509)  0.501
H (-3.033, -2.927, 1.617)  0.618
O (-2.729, 1.775, -1.292)  -0.386
C (-1.671, 1.540, -1.752)  0.289
O (-0.571, 1.150, -0.926)  -0.325
C (-1.261, 1.368, -3.181)  -0.999
P (-0.692, -0.363, -3.221)  0.786
C (-2.098, -1.450, -2.968)  0.691
C (-3.421, -1.043, -3.151)  -0.576
C (-4.457, -1.913, -2.847)  -0.797
C (-4.182, -3.183, -2.358)  -0.716
C (-2.868, -3.595, -2.170)  -0.881
C (-1.823, -2.731, -2.462)  -0.280
C (0.129, -0.658, -4.778)  1.204
C (1.130, 0.214, -5.209)  -0.591
C (1.723, 0.013, -6.442)  -0.836
C (1.328, -1.057, -7.235)  -0.528
C (0.342, -1.931, -6.802)  -0.799
C (-0.264, -1.738, -5.571)  -0.453
H (-0.381, 1.976, -3.401)  0.567
H (-2.072, 1.607, -3.867)  0.559
H (-3.652, -0.054, -3.521)  0.428
H (-5.480, -1.602, -3.001)  0.494
H (-4.997, -3.858, -2.135)  0.472
H (-2.661, -4.596, -1.816)  0.605
H (-0.799, -3.072, -2.344)  0.799
H (1.460, 1.041, -4.593)  0.245
H (2.492, 0.689, -6.785)  0.448
H (1.792, -1.207, -8.200)  0.431
H (0.037, -2.757, -7.427)  0.449
H (-1.046, -2.412, -5.250)  0.379
F (1.872, -0.411, -0.802)  -0.514
Sb (3.234, -1.901, -2.226)  2.451
F (3.234, -3.367, -1.068)  -0.525
F (4.503, -1.118, -1.122)  -0.485
F (3.080, -0.303, -3.173)  -0.516
F (3.808, -2.837, -3.703)  -0.495
F (1.376, -2.215, -2.429)  -0.490

## Properties
Charge: +2
HOMO energy: -0.51556 Ha
Energy: -125941.7022 eV
HOMO-LUMO gap: 6.243 eV
Strongest force on any atom: 0.018 Eh/bohr
ΔE to the lowest compared entry with this formula, charge and spin: 44.91 kcal per mole
Molar mass: 767.321 g mol⁻¹

=====

Entry 6:
C22H28N | ωB97M-V with the def2-TZVPD basis set

Last column: Mulliken charge in e.
Element x y z (Å)
C (1.972, -0.111, 3.291)  -1.524
N (0.812, -0.177, 2.396)  0.272
C (-0.028, -1.372, 2.727)  -0.593
C (-1.493, -0.902, 2.715)  -0.549
C (-1.465, 0.652, 2.693)  -0.540
C (0.015, 1.043, 2.695)  -0.673
H (2.578, 0.753, 2.989)  0.343
H (1.617, 0.082, 4.322)  0.555
H (2.559, -1.036, 3.285)  0.504
H (0.156, -2.221, 2.047)  0.212
H (0.232, -1.687, 3.749)  0.374
H (-2.026, -1.293, 1.841)  0.275
H (-2.010, -1.264, 3.613)  0.320
H (-1.974, 1.058, 1.810)  0.242
H (-1.952, 1.064, 3.590)  0.326
H (0.262, 1.355, 3.728)  0.340
H (0.274, 1.882, 2.026)  0.331
C (5.268, -4.940, 0.819)  -1.449
C (4.289, -3.812, 0.689)  1.026
C (4.631, -2.572, 1.247)  -0.750
C (3.795, -1.475, 1.105)  -0.568
C (2.560, -1.573, 0.438)  0.830
C (1.706, -0.390, 0.271)  0.111
C (0.748, -0.395, -0.793)  -0.582
C (-0.063, 0.654, -1.200)  0.036
C (-1.005, 0.610, -2.293)  0.597
C (-1.659, 1.798, -2.711)  -0.671
C (-2.570, 1.792, -3.754)  -0.606
C (-2.886, 0.605, -4.432)  0.950
C (-3.948, 0.612, -5.483)  -1.407
C (-2.206, -0.571, -4.070)  -0.820
C (-1.288, -0.576, -3.027)  -0.535
C (2.218, -2.831, -0.120)  -0.469
C (3.091, -3.911, -0.033)  -0.973
H (4.982, -5.802, 0.224)  0.367
H (6.283, -4.648, 0.532)  0.359
H (5.323, -5.245, 1.867)  0.329
H (5.589, -2.471, 1.762)  0.402
H (4.108, -0.513, 1.521)  0.483
H (2.105, 0.577, 0.623)  0.566
H (0.639, -1.300, -1.427)  0.077
H (-0.031, 1.587, -0.621)  0.326
H (-1.384, 2.740, -2.234)  0.362
H (-3.072, 2.714, -4.059)  0.391
H (-4.078, -0.372, -5.924)  0.370
H (-4.911, 0.924, -5.071)  0.326
H (-3.708, 1.315, -6.280)  0.350
H (-2.422, -1.492, -4.613)  0.307
H (-0.743, -1.490, -2.803)  0.354
H (1.262, -2.972, -0.633)  0.373
H (2.858, -4.834, -0.564)  0.323

## Properties
Charge: +1
HOMO energy: -0.41701 Ha
Energy: -24751.1730 eV
HOMO-LUMO gap: 6.691 eV
Strongest force on any atom: 0.026 Eh/bohr
ΔE to the lowest compared entry with this formula, charge and spin: 28.00 kcal per mole
Molar mass: 306.473 g mol⁻¹